(1)
Entry from OMol25: an isolated molecule of C5H8N2 at a distorted geometry (wB97M-V/def2-TZVPD).

Calculated values
LUMO ... 0.0359 hartree
SMILES ... Cc1ccn(C)n1
Highest occupied orbital energy ... -8.9 eV

```
! RIJCOSX wB97M-V def2-TZVPD def2/J DEFGRID3
* xyz 0 1
C -2.63 -0.51 0.12
C -1.12 -0.25 0.04
C -0.65 1.04 -0.28
C 0.70 0.97 -0.25
N 1.09 -0.28 0.06
C 2.58 -0.48 0.14
N -0.09 -1.09 0.25
H -3.12 -0.13 -0.78
H -3.07 0.05 0.96
H -2.95 -1.55 0.24
H -1.22 1.93 -0.49
H 1.44 1.74 -0.43
H 3.05 0.48 -0.12
H 3.00 -1.19 -0.58
H 2.98 -0.72 1.13
*
```



(2)
Entry from OMol25: a structure of composition C12H10FI2NOPdS (wB97M-V/def2-TZVPD).

Calculated values
LUMO ... -0.0233 hartree
Highest occupied orbital energy ... -7.9 eV

```
! RIJCOSX wB97M-V def2-TZVPD def2/J DEFGRID3
* xyz 0 1
Pd 0.68 -0.73 0.63
O -0.98 -0.34 -0.50
N -2.13 -0.86 -0.05
C -3.22 -0.52 -0.78
C -4.47 -0.96 -0.44
C -4.60 -1.79 0.68
C -3.48 -2.13 1.39
C -2.20 -1.67 1.03
S -0.79 -2.13 1.90
H -3.00 0.13 -1.62
H -5.31 -0.67 -1.04
H -5.57 -2.15 0.98
H -3.54 -2.77 2.26
I 2.70 -0.83 2.20
C 2.06 0.90 3.29
I 0.11 1.56 2.85
H 2.75 1.69 3.04
H 2.11 0.65 4.34
F 3.94 2.34 -3.54
C 3.22 1.69 -2.60
C 2.92 0.36 -2.81
C 2.18 -0.31 -1.83
C 1.75 0.34 -0.68
C 2.07 1.68 -0.52
C 2.81 2.37 -1.48
H 3.25 -0.14 -3.71
H 1.93 -1.35 -1.99
H 1.73 2.22 0.36
H 3.06 3.41 -1.36
*
```



(3)
Entry from OMol25: an isolated molecule of C5H6O at a distorted geometry (wB97M-V/def2-TZVPD).

Calculated values
LUMO ... 0.0360 hartree
SMILES ... CC#C[C@H]1CO1
Highest occupied orbital energy ... -8.1 eV

```
! RIJCOSX wB97M-V def2-TZVPD def2/J DEFGRID3
* xyz 0 1
C -2.84 -0.14 0.01
C -1.37 0.11 0.01
C -0.17 0.30 0.02
C 1.23 0.54 -0.32
C 2.69 -0.25 0.17
O 1.89 -0.54 -0.91
H -3.16 -0.72 -0.86
H -3.15 -0.70 0.90
H -3.41 0.80 0.00
H 1.95 1.30 0.01
H 2.61 -0.72 1.13
H 3.72 0.01 -0.15
*
```



(4)
Entry from OMol25: a cluster of 7 separate species, C45H127N19O7P6 in total at a distorted geometry (wB97M-V/def2-TZVPD).

Calculated values
LUMO (alpha / beta) ... 0.0665 / 0.0655 hartree
Highest occupied orbital energy (alpha / beta) ... 0.7 / -6.2 eV

```
! RIJCOSX wB97M-V def2-TZVPD def2/J DEFGRID3
* xyz -1 2
O -1.90 -0.30 0.76
P -0.77 0.09 1.63
N 0.51 -1.01 1.52
C 0.22 -2.38 1.79
C 1.65 -0.75 0.67
N -0.96 0.21 3.40
C 0.12 -0.16 4.37
C -1.84 1.24 3.92
N -0.17 1.66 1.10
C -0.87 2.64 0.22
C 0.89 2.29 1.90
H -0.54 -2.55 2.55
H 1.04 -2.94 2.26
H -0.16 -2.89 0.90
H 2.40 -0.36 1.37
H 1.56 0.12 0.03
H 1.98 -1.62 0.11
H 0.18 0.60 5.14
H 0.10 -1.21 4.67
H 0.98 -0.26 3.70
H -2.66 1.36 3.21
H -2.06 0.96 4.95
H -1.42 2.24 3.96
H -0.35 3.58 0.07
H -1.15 2.26 -0.77
H -1.89 2.79 0.59
H 0.62 2.85 2.80
H 1.68 2.79 1.34
H 1.55 1.50 2.25
O -5.42 3.28 3.66
P -6.39 3.04 2.52
N -5.90 2.15 1.12
C -4.92 2.80 0.24
C -5.76 0.70 1.14
N -7.04 4.48 1.88
C -7.62 4.73 0.51
C -7.51 5.43 2.87
N -7.79 2.16 2.97
C -8.91 2.01 2.08
C -8.12 2.02 4.34
H -4.19 3.25 0.91
H -5.52 3.47 -0.37
H -4.29 2.15 -0.36
H -5.97 0.22 0.18
H -6.16 0.28 2.06
H -4.70 0.50 1.28
H -6.99 5.21 -0.24
H -8.07 3.82 0.11
H -8.59 5.23 0.56
H -8.01 6.32 2.50
H -8.39 5.03 3.38
H -6.62 5.86 3.34
H -8.56 2.14 1.06
H -9.39 1.05 2.30
H -9.63 2.80 2.29
H -9.03 2.59 4.54
H -7.30 2.46 4.91
H -8.28 0.95 4.50
O 5.46 2.83 -0.80
P 6.61 2.33 0.04
N 8.05 2.70 -0.68
C 8.17 3.76 -1.65
C 9.33 2.21 -0.19
N 6.70 0.64 0.23
C 5.66 -0.09 0.92
C 7.37 -0.19 -0.81
N 6.65 3.07 1.60
C 7.67 2.52 2.63
C 5.55 3.81 2.03
H 9.03 3.53 -2.28
H 8.25 4.70 -1.10
H 7.34 3.96 -2.33
H 9.23 1.34 0.46
H 9.78 3.06 0.34
H 9.89 1.95 -1.09
H 4.73 0.35 0.56
H 5.65 -1.16 0.70
H 5.79 -0.01 2.00
H 7.87 0.46 -1.53
H 8.23 -0.78 -0.50
H 6.67 -0.72 -1.46
H 8.47 1.89 2.24
H 8.14 3.41 3.06
H 7.24 1.97 3.47
H 4.95 4.24 1.23
H 5.69 4.72 2.61
H 4.73 3.19 2.40
O 0.91 8.71 -3.52
P -0.31 8.45 -2.64
N -1.72 8.49 -3.67
C -2.97 7.73 -3.38
C -1.77 9.26 -4.94
N -0.65 9.66 -1.48
C 0.43 10.40 -0.82
C -2.03 10.02 -1.14
N -0.34 6.85 -1.91
C 0.36 5.77 -2.54
C -1.11 6.53 -0.77
H -3.16 7.66 -2.31
H -2.83 6.77 -3.88
H -3.78 8.25 -3.89
H -2.36 10.16 -4.77
H -2.16 8.58 -5.70
H -0.84 9.61 -5.37
H 0.24 10.51 0.25
H 1.34 9.83 -1.04
H 0.60 11.38 -1.26
H -2.36 10.67 -1.96
H -2.72 9.20 -0.94
H -2.03 10.52 -0.17
H 1.44 5.87 -2.43
H -0.03 4.82 -2.18
H 0.10 5.81 -3.60
H -0.64 6.04 0.09
H -1.99 6.06 -1.19
H -1.68 7.28 -0.23
O 1.61 -1.86 -5.03
P 1.50 -0.59 -4.22
N 2.58 -0.53 -2.84
C 2.84 0.72 -2.16
C 3.68 -1.48 -2.51
N 0.01 -0.46 -3.49
C -0.42 -1.05 -2.15
C -1.22 -0.15 -4.47
N 1.93 0.78 -5.10
C 3.07 0.85 -6.00
C 1.41 2.09 -4.88
H 1.94 1.32 -2.28
H 3.59 1.39 -2.59
H 3.17 0.60 -1.13
H 4.21 -1.77 -3.41
H 3.39 -2.46 -2.14
H 4.51 -1.20 -1.85
H 0.13 -1.98 -2.01
H -0.15 -0.38 -1.33
H -1.49 -1.26 -2.09
H -2.21 -0.24 -4.02
H -1.11 0.79 -5.00
H -1.32 -1.06 -5.08
H 2.92 -0.01 -6.66
H 3.01 1.74 -6.62
H 4.00 0.61 -5.48
H 0.34 2.05 -4.69
H 1.48 2.71 -5.77
H 1.77 2.68 -4.03
O 2.16 -6.02 2.82
P 1.13 -6.56 3.75
N 1.65 -6.88 5.40
C 0.70 -7.29 6.44
C 2.74 -6.18 6.07
N 0.58 -8.12 3.23
C 1.42 -8.88 2.33
C -0.40 -8.86 4.01
N -0.37 -5.63 3.93
C -0.36 -4.32 4.64
C -1.27 -5.62 2.79
H 1.29 -7.89 7.13
H -0.24 -7.68 6.03
H 0.43 -6.40 7.01
H 3.40 -5.84 5.27
H 3.39 -6.93 6.52
H 2.40 -5.30 6.63
H 0.98 -9.85 2.12
H 1.18 -8.35 1.41
H 2.46 -8.82 2.65
H -0.01 -9.26 4.95
H -1.34 -8.35 4.24
H -0.77 -9.77 3.53
H -0.46 -4.36 5.72
H 0.65 -3.94 4.49
H -1.17 -3.65 4.34
H -2.15 -4.99 2.90
H -1.52 -6.65 2.54
H -0.79 -5.20 1.90
C -0.91 -6.31 -5.29
C -1.31 -6.73 -3.87
C -0.88 -8.25 -3.65
C -1.14 -8.85 -2.31
C -0.37 -7.94 -1.31
C -0.63 -6.45 -1.47
N -0.51 -6.03 -2.84
O -0.70 -4.65 -2.76
C -1.97 -6.05 -0.74
C 0.54 -5.92 -0.64
C -2.82 -6.51 -3.77
H -1.55 -6.87 -5.97
H 0.13 -6.45 -5.58
H -1.17 -5.26 -5.39
H -1.20 -8.90 -4.46
H 0.19 -8.29 -3.81
H -0.67 -9.82 -2.14
H -2.18 -9.06 -2.04
H 0.66 -8.23 -1.14
H -0.91 -8.23 -0.40
H -2.54 -5.25 -1.20
H -2.53 -6.98 -0.67
H -1.79 -5.86 0.32
H 0.40 -4.85 -0.46
H 0.77 -6.27 0.37
H 1.34 -5.99 -1.37
H -2.99 -5.46 -4.00
H -3.15 -6.66 -2.74
H -3.42 -7.21 -4.36
H -0.11 -4.34 -3.46
*
```



(5)
Entry from OMol25: a cluster of 2 separate species, CBr3N2 in total at a distorted geometry (wB97M-V/def2-TZVPD).

Calculated values
LUMO (alpha / beta) ... -0.2410 / -0.3008 hartree
Highest occupied orbital energy (alpha / beta) ... -13.8 / -14.2 eV

```
! RIJCOSX wB97M-V def2-TZVPD def2/J DEFGRID3
* xyz 1 1
C 0.82 0.53 -0.40
N 0.22 -1.80 -0.45
N 0.29 -0.67 -0.44
Br 1.22 1.30 1.33
Br 1.13 1.43 -1.92
Br -3.69 -0.80 1.87
*
```



(6)
Entry from OMol25: a structure of composition C44H62CrFN5O3Se (wB97M-V/def2-TZVPD).

Calculated values
LUMO (alpha / beta) ... 0.0847 / 0.0847 hartree
Highest occupied orbital energy (alpha / beta) ... -4.6 / -4.6 eV

```
! RIJCOSX wB97M-V def2-TZVPD def2/J DEFGRID3
* xyz -1 4
Cr 0.79 0.69 -1.09
C -5.17 -0.32 3.44
C -4.26 0.86 3.81
C -4.98 2.16 3.43
C -4.06 0.86 5.33
C -2.94 0.75 3.06
C -2.92 0.76 1.66
C -1.73 0.62 0.98
Se -1.74 0.56 -0.93
C -1.70 -1.34 -1.13
C -2.88 -2.05 -1.00
C -2.87 -3.44 -1.04
C -1.63 -4.06 -1.21
C -0.43 -3.37 -1.36
C -0.45 -1.95 -1.33
O 0.65 -1.24 -1.47
C 0.91 -4.10 -1.50
C 0.74 -5.62 -1.46
C 1.82 -3.71 -0.33
C 1.58 -3.76 -2.84
C -4.19 -4.20 -0.88
C -4.82 -3.84 0.47
C -5.16 -3.82 -2.00
C -3.98 -5.72 -0.92
C -0.46 0.44 1.61
O 0.61 0.25 0.91
C -0.48 0.49 3.03
C -1.70 0.62 3.68
C 0.78 0.41 3.92
C 2.12 0.29 3.18
C 0.86 1.68 4.78
C 0.67 -0.81 4.85
H -6.13 -0.25 3.97
H -4.69 -1.27 3.72
H -5.37 -0.35 2.37
H -5.93 2.25 3.96
H -5.19 2.20 2.36
H -4.36 3.03 3.67
H -5.04 0.94 5.82
H -3.44 1.69 5.66
H -3.60 -0.07 5.67
H -3.84 0.86 1.10
H -3.80 -1.51 -0.85
H -1.60 -5.14 -1.24
H 0.29 -5.96 -0.52
H 1.72 -6.09 -1.54
H 0.12 -5.99 -2.28
H 1.44 -4.12 0.60
H 1.87 -2.62 -0.20
H 2.83 -4.11 -0.49
H 0.96 -4.12 -3.67
H 2.55 -4.26 -2.91
H 1.72 -2.69 -2.97
H -5.03 -2.77 0.55
H -4.15 -4.11 1.30
H -5.77 -4.38 0.61
H -5.37 -2.75 -1.99
H -6.11 -4.35 -1.88
H -4.74 -4.07 -2.98
H -3.31 -6.06 -0.12
H -3.55 -6.04 -1.88
H -4.94 -6.22 -0.79
H -1.68 0.63 4.76
H 2.29 1.14 2.51
H 2.18 -0.61 2.57
H 2.91 0.27 3.93
H 0.93 2.56 4.14
H 1.74 1.65 5.42
H -0.02 1.80 5.42
H 0.61 -1.73 4.26
H -0.21 -0.77 5.49
H 1.55 -0.88 5.49
F 1.21 2.46 -0.60
C 5.63 0.34 -1.84
C 4.84 -0.85 -1.31
C 5.12 -1.05 0.19
C 5.23 -2.11 -2.07
N 3.41 -0.65 -1.59
N 2.84 0.48 -0.97
H 6.70 0.11 -1.83
H 5.48 1.23 -1.22
H 5.32 0.58 -2.86
H 6.18 -1.23 0.37
H 4.55 -1.90 0.57
H 4.85 -0.16 0.77
H 6.30 -2.30 -1.99
H 4.96 -2.01 -3.13
H 4.70 -2.98 -1.67
H 2.87 -1.45 -1.29
H 3.08 1.33 -1.47
H 3.06 0.57 0.02
C -0.15 0.85 -4.19
C 0.87 1.16 -3.10
O 1.89 1.75 -3.49
H 0.21 -0.03 -4.73
H -0.20 1.68 -4.90
H -1.14 0.63 -3.80
N 5.73 8.89 -3.33
C 4.81 8.26 -3.05
C 3.65 7.46 -2.70
C 3.59 6.12 -3.07
C 2.49 5.35 -2.73
C 1.44 5.94 -2.04
C 1.49 7.28 -1.66
C 2.61 8.04 -1.99
N 0.33 5.15 -1.72
C -0.44 5.17 -0.56
C -1.32 4.14 -0.71
N -1.14 3.52 -1.93
C -0.17 4.15 -2.50
H 4.42 5.68 -3.60
H 2.46 4.30 -2.96
H 0.66 7.72 -1.13
H 2.66 9.08 -1.70
H -0.21 5.81 0.27
H -2.02 3.77 0.02
H 0.28 3.89 -3.45
*
```



(7)
Entry from OMol25: a structure of composition C2H3BrINO3 at a distorted geometry (wB97M-V/def2-TZVPD).

Calculated values
LUMO (alpha / beta) ... -0.0616 / -0.0310 hartree
Highest occupied orbital energy (alpha / beta) ... -8.3 / -9.8 eV

```
! RIJCOSX wB97M-V def2-TZVPD def2/J DEFGRID3
* xyz 0 1
C 0.08 1.20 0.49
C 0.56 -0.13 0.86
N -0.12 -1.42 -1.41
O 0.83 -2.13 -1.65
O -1.08 -1.07 -2.02
O -1.31 1.10 0.33
Br 2.31 -0.62 0.66
I -0.46 -1.15 2.40
H 0.33 1.91 1.31
H 0.55 1.68 -0.45
H -1.68 0.63 -0.52
*
```



(8)
Entry from OMol25: a structure of composition C6H13N2O2 at a distorted geometry (wB97M-V/def2-TZVPD).

Calculated values
LUMO ... -0.1063 hartree
Highest occupied orbital energy ... -14.3 eV

```
! RIJCOSX wB97M-V def2-TZVPD def2/J DEFGRID3
* xyz 1 1
C -0.28 -0.40 -1.63
C -1.40 -0.74 0.66
C 1.20 -0.95 -1.37
C -0.36 -1.44 1.53
C -0.61 0.22 -0.32
C 0.93 0.21 0.59
N -0.94 1.60 -0.22
N 1.25 1.61 0.74
O 1.85 -0.19 -0.38
O 0.67 -0.48 1.74
H -0.20 0.37 -2.50
H -0.81 -1.19 -1.93
H -1.95 -1.34 0.09
H -2.06 0.01 1.32
H 1.01 -2.00 -1.17
H 1.69 -1.06 -2.41
H -0.67 -1.84 2.58
H 0.17 -2.26 1.20
H -1.19 1.88 -1.16
H -1.64 1.94 0.45
H 1.12 2.07 1.67
H 0.13 2.02 0.16
H 2.10 1.98 0.37
*
```



(9)
Entry from OMol25: an isolated molecule of C2H8NO2P at a distorted geometry (wB97M-V/def2-TZVPD).

Calculated values
LUMO ... -0.0317 hartree
SMILES ... CN[P@@](C)(=O)O
Highest occupied orbital energy ... -9.3 eV

```
! RIJCOSX wB97M-V def2-TZVPD def2/J DEFGRID3
* xyz 0 1
C -0.96 -1.78 -0.43
N 0.31 -1.29 -0.07
P 0.71 0.73 -0.31
C -0.11 1.17 1.25
O 2.17 0.67 -0.23
O 0.39 2.31 -1.16
H -1.75 -1.23 0.07
H -1.09 -1.92 -1.45
H -1.01 -2.82 -0.09
H 0.95 -1.91 -0.44
H -1.00 1.67 1.14
H -0.23 0.01 1.71
H 0.59 1.76 1.81
H 1.03 2.62 -1.81
*
```



(10)
Entry from OMol25: a structure of composition CH5N3O at a distorted geometry (wB97M-V/def2-TZVPD).

Calculated values
LUMO ... -0.0047 hartree
Highest occupied orbital energy ... -9.3 eV

```
! RIJCOSX wB97M-V def2-TZVPD def2/J DEFGRID3
* xyz 0 1
C -0.93 -0.70 0.03
N -0.79 0.65 1.83
N -0.11 -1.22 -0.86
N -0.10 -0.06 1.09
O 1.06 -0.34 1.09
H -0.02 1.56 -1.80
H 0.73 1.88 -1.74
H -0.35 1.19 2.58
H -0.39 -1.88 -1.56
H 0.92 -1.07 -0.65
*
```



(11)
Entry from OMol25: a structure of composition C4H14N2O at a distorted geometry (wB97M-V/def2-TZVPD).

Calculated values
LUMO ... -0.1227 hartree
Highest occupied orbital energy ... -7.6 eV

```
! RIJCOSX wB97M-V def2-TZVPD def2/J DEFGRID3
* xyz 0 1
N -1.44 -0.39 1.95
C -1.29 -0.28 -0.55
C -2.23 0.93 -0.51
C 0.06 0.11 -1.00
N 1.25 -0.67 -0.86
C 1.30 -1.28 0.47
H -2.25 -0.74 2.44
H -1.17 -0.44 0.74
H -1.57 -1.15 -1.13
H -3.21 0.60 -0.19
H -1.74 1.63 0.17
H -2.24 1.40 -1.50
H -0.01 0.34 -2.09
H 0.28 1.14 -0.63
H 1.99 0.12 -0.79
H 0.44 -1.89 0.76
H 1.14 -0.47 1.21
H 2.20 -1.88 0.54
H -0.58 -0.72 2.41
H 2.64 2.03 -0.54
O 2.31 1.39 0.11
*
```



(12)
Entry from OMol25: a cluster of 2 separate species, C2H2NOP in total at a distorted geometry (wB97M-V/def2-TZVPD).

Calculated values
LUMO (alpha / beta) ... -0.0350 / -0.0350 hartree
Highest occupied orbital energy (alpha / beta) ... -9.7 / -9.7 eV

```
! RIJCOSX wB97M-V def2-TZVPD def2/J DEFGRID3
* xyz 0 1
C -0.04 1.12 -1.21
C -0.21 -0.51 0.45
N -1.24 0.71 -1.01
O -1.36 -0.26 -0.04
P 1.20 0.29 -0.06
H 0.18 1.96 -1.96
H -0.53 -1.40 2.12
*
```